No. 1
The following is a quantum chemistry calculation of the molecule C4H6O at a distorted geometry, from OMol25.

XYZ file:
```
11
Properties=species:S:1:pos:R:3:nbo_charge:R:1
C 2.32 -0.33 0.04 -0.4754
C 1.15 0.29 -0.13 0.1221
O 0.00 -0.43 -0.15 -0.4814
C -1.13 0.27 -0.01 0.1288
C -2.32 -0.30 -0.03 -0.4870
H 3.22 0.25 0.07 0.2077
H 2.37 -1.40 0.14 0.2104
H 1.13 1.42 -0.22 0.1826
H -1.05 1.33 0.22 0.1736
H -2.50 -1.40 -0.04 0.2109
H -3.20 0.31 0.10 0.2077
```

The calculation puts the largest force on an atom at 0.034 Eh/bohr. The calculation puts the highest occupied orbital energy at -8.658 eV. The value obtained for the LUMO energy is 0.04371 Eh. As for the SMILES: C=COC=C.



No. 2
The following is a quantum chemistry calculation of the molecule C4H6O at a distorted geometry, from OMol25.

XYZ file:
```
11
Properties=species:S:1:pos:R:3:nbo_charge:R:1
O 2.15 -0.13 -0.13 -0.5399
C 1.05 0.28 0.32 0.4123
C -0.16 -0.10 -0.37 -0.3301
C -1.49 0.63 -0.14 -0.3957
C -1.33 -0.69 0.31 -0.3953
H 0.90 0.93 1.19 0.1231
H 0.00 -0.47 -1.42 0.2349
H -1.93 0.76 -1.07 0.2201
H -1.65 1.55 0.55 0.2259
H -1.20 -0.94 1.34 0.2209
H -1.74 -1.48 -0.25 0.2239
```

The calculation puts the largest force on an atom at 0.080 Eh/bohr. The calculation puts the highest occupied orbital energy at -9.827 eV. The value obtained for the LUMO energy is 0.03596 Eh. As for the SMILES: O=CC1CC1.



No. 3
The following is a quantum chemistry calculation of the molecule C4H6O, from OMol25.

XYZ file:
```
11
Properties=species:S:1:pos:R:3:nbo_charge:R:1
C 0.92 -1.44 0.86 -0.3970
C 1.33 -0.56 -0.01 -0.0056
C 1.06 0.62 -0.49 0.0234
O -0.05 1.21 0.09 -0.5374
C -1.30 0.70 -0.34 -0.2518
H 1.20 -1.33 1.91 0.2165
H 0.16 -2.17 0.59 0.2114
H 1.57 1.22 -1.25 0.1968
H -1.20 -0.23 -0.91 0.1795
H -1.76 1.47 -0.97 0.1802
H -1.94 0.51 0.53 0.1840
```

The calculation puts the largest force on an atom at 0.014 Eh/bohr. The calculation puts the highest occupied orbital energy at -9.243 eV. The value obtained for the LUMO energy is 0.03313 Eh. As for the SMILES: C=C=COC.



No. 4
The following is a quantum chemistry calculation of the molecule C4H6O at a distorted geometry, from OMol25.

XYZ file:
```
11
Properties=species:S:1:pos:R:3:nbo_charge:R:1
C 2.41 -0.38 0.07 -0.3808
C 1.07 -0.43 0.34 -0.1789
C 0.02 0.53 -0.10 -0.5819
C -1.30 -0.11 0.06 0.4398
O -2.33 0.34 -0.45 -0.5146
H 3.14 -1.03 0.55 0.2056
H 2.81 0.46 -0.46 0.1900
H 0.70 -1.19 1.06 0.1940
H -0.02 1.46 0.57 0.2602
H 0.20 0.94 -1.13 0.2560
H -1.35 -1.01 0.75 0.1107
```

The calculation puts the largest force on an atom at 0.059 Eh/bohr. The calculation puts the highest occupied orbital energy at -9.781 eV. The value obtained for the LUMO energy is 0.02511 Eh. As for the SMILES: C=CCC=O.



No. 5
The following is a quantum chemistry calculation of the molecule C4H6O at a distorted geometry, from OMol25.

XYZ file:
```
11
Properties=species:S:1:pos:R:3:nbo_charge:R:1
C -0.34 -0.80 -0.93 -0.3464
C 0.87 -0.73 -0.35 0.1437
O 1.01 0.16 0.62 -0.4935
C -0.23 0.86 0.81 -0.0837
C -1.16 0.36 -0.27 -0.4592
H -0.75 -1.64 -1.58 0.2345
H 1.80 -1.20 -0.69 0.2012
H -0.61 0.43 1.75 0.1796
H 0.08 1.90 0.91 0.2031
H -1.42 1.17 -1.02 0.2073
H -2.09 0.00 0.19 0.2134
```

The calculation puts the largest force on an atom at 0.040 Eh/bohr. The calculation puts the highest occupied orbital energy at -8.230 eV. The value obtained for the LUMO energy is 0.03973 Eh. As for the SMILES: C1=COCC1.



No. 6
The following is a quantum chemistry calculation of the molecule C4H6O at a distorted geometry, from OMol25.

XYZ file:
```
11
Properties=species:S:1:pos:R:3:nbo_charge:R:1
C -1.60 -0.84 0.15 -0.3776
C -0.58 -0.17 0.67 -0.2291
C 0.09 0.90 -0.10 0.0298
C 1.56 0.21 -0.31 -0.1171
O 0.78 0.80 -1.29 -0.4609
H -2.12 -0.38 -0.68 0.1940
H -1.86 -1.83 0.47 0.2001
H -0.07 -0.40 1.61 0.1980
H -0.41 1.90 -0.08 0.2000
H 1.89 -0.78 -0.69 0.1900
H 2.32 0.63 0.33 0.1729
```

The calculation puts the largest force on an atom at 0.034 Eh/bohr. The calculation puts the highest occupied orbital energy at -9.043 eV. The value obtained for the LUMO energy is 0.03876 Eh. As for the SMILES: C=C[C@H]1CO1.



No. 7
The following is a quantum chemistry calculation of the molecule C4H6O at a distorted geometry, from OMol25.

XYZ file:
```
11
Properties=species:S:1:pos:R:3:nbo_charge:R:1
C -0.41 1.55 1.17 0.4775
C 0.03 -0.29 1.18 -0.4894
C -0.27 -0.76 -0.04 -0.1074
C 0.35 -0.24 -1.29 -0.6800
O -0.49 2.17 0.19 -0.5379
H 0.98 0.05 1.15 0.2140
H -0.51 -0.59 2.04 0.2372
H -1.18 -1.43 0.02 0.1902
H 1.35 -0.44 -1.11 0.2202
H 0.01 0.81 -1.19 0.2477
H 0.14 -0.84 -2.13 0.2278
```

The calculation puts the largest force on an atom at 0.069 Eh/bohr. The calculation puts the highest occupied orbital energy at -8.489 eV. The value obtained for the LUMO energy is 0.02514 Eh.



No. 8
The following is a quantum chemistry calculation of the molecule C4H6O at a distorted geometry, from OMol25.

XYZ file:
```
11
Properties=species:S:1:pos:R:3:nbo_charge:R:1
C 0.51 1.14 -0.84 -0.2701
C 0.07 0.12 -0.08 -0.1517
C -1.29 -0.53 0.15 -0.6484
C 1.19 -0.52 0.59 0.3918
O 2.30 -0.13 0.31 -0.5221
H -0.20 1.64 -1.45 0.1805
H 1.55 1.60 -0.89 0.2391
H -2.11 0.17 0.17 0.2264
H -1.21 -1.06 1.08 0.2119
H -1.72 -1.23 -0.48 0.2305
H 0.91 -1.19 1.43 0.1121
```

The calculation puts the largest force on an atom at 0.049 Eh/bohr. The calculation puts the highest occupied orbital energy at -9.763 eV. The value obtained for the LUMO energy is 0.00570 Eh. As for the SMILES: C=C(C)C=O.



No. 9
The following is a quantum chemistry calculation of the molecule C4H6O, from OMol25.

XYZ file:
```
11
Properties=species:S:1:pos:R:3:nbo_charge:R:1
C -0.53 -0.98 -0.08 -0.2161
C -0.94 0.18 -0.58 -0.2195
C 0.11 1.23 -0.33 -0.0947
O 1.19 0.52 0.29 -0.5256
C 0.77 -0.80 0.67 -0.0947
H -1.06 -1.92 -0.12 0.2152
H -1.90 0.40 -1.06 0.2202
H -0.25 2.04 0.32 0.1743
H 0.46 1.71 -1.26 0.1850
H 0.62 -0.94 1.75 0.1690
H 1.59 -1.50 0.48 0.1870
```

The calculation puts the largest force on an atom at 0.012 Eh/bohr. The calculation puts the highest occupied orbital energy at -9.124 eV. The value obtained for the LUMO energy is 0.04143 Eh. As for the SMILES: C1=CCOC1.



No. 10
The following is a quantum chemistry calculation of a structure of composition C4H6O, from OMol25.

XYZ file:
```
11
Properties=species:S:1:pos:R:3:nbo_charge:R:1
C -1.27 0.51 -0.25 -0.2577
O 0.01 0.52 0.40 -0.4790
C 0.74 -0.98 0.73 -0.0660
C 1.79 -0.73 -0.23 -0.3048
C 1.25 0.42 -0.56 -0.0858
H -1.33 -0.30 -0.98 0.1871
H -1.40 1.47 -0.76 0.1997
H -2.04 0.40 0.52 0.1973
H 0.94 -0.92 1.80 0.2074
H -0.05 -1.71 0.50 0.1952
H 1.36 1.31 -1.17 0.2066
```

The calculation puts the largest force on an atom at 0.008 Eh/bohr. The calculation puts the highest occupied orbital energy at -8.414 eV. The value obtained for the LUMO energy is 0.02870 Eh.



No. 11
The following is a quantum chemistry calculation of the molecule C4H6O at a distorted geometry, from OMol25.

XYZ file:
```
11
Properties=species:S:1:pos:R:3:nbo_charge:R:1
C -1.90 0.03 -0.39 -0.4122
C -0.64 -0.25 -0.01 -0.1537
C 0.57 0.59 0.29 -0.5638
C 1.79 -0.19 0.02 0.4779
O 2.82 0.00 -0.52 -0.4928
H -2.76 -0.59 -0.28 0.2087
H -1.93 0.77 -1.20 0.1945
H -0.47 -1.29 0.36 0.1851
H 0.59 1.62 -0.10 0.2399
H 0.38 0.60 1.43 0.2656
H 1.55 -1.30 0.41 0.0508
```

The calculation puts the largest force on an atom at 0.088 Eh/bohr. The calculation puts the highest occupied orbital energy at -9.465 eV. The value obtained for the LUMO energy is 0.03083 Eh. As for the SMILES: C=CCC=O.



No. 12
The following is a quantum chemistry calculation of a structure of composition C4H6O, from OMol25.

XYZ file:
```
11
Properties=species:S:1:pos:R:3:nbo_charge:R:1
C 0.16 -0.53 0.95 -0.6368
C 0.10 -0.75 -0.62 0.0885
O -1.09 -1.21 -1.17 -0.6791
C 0.31 0.60 -0.26 -0.1361
C 0.41 1.89 0.05 -0.4563
H 1.04 -0.96 1.42 0.2327
H -0.80 -0.74 1.40 0.2374
H 0.25 0.89 1.10 0.4575
H 0.93 -1.34 -1.00 0.2135
H -1.74 -0.49 -1.14 0.4790
H 0.43 2.64 -0.74 0.1997
```

The calculation puts the largest force on an atom at 0.010 Eh/bohr. The calculation puts the highest occupied orbital energy at -8.217 eV. The value obtained for the LUMO energy is 0.02935 Eh.



HOMO-LUMO gap (eV)
9.85; 10.81; 10.14; 10.46; 9.31; 10.10; 9.17; 9.92; 10.25; 9.19; 10.30; 9.02
Energy relative to the best compared isomer or geometry (same formula, charge and spin) (kJ/mol)
109.6; 98.0; 246.2; 67.2; 65.0; 380.5; 231.8; 97.3; 44.4; 457.1; 141.8; 544.9